Entry 1:
DFT (ωB97M-V/def2-TZVPD) results for a cluster of 2 separate species, C4H7N2 in total.

**Calculated total energy**: -7225.017 eV
**Relative energy (zero: lowest compared OMol25 entry of this formula, charge and spin)**: 247.24 kcal/mol
**HOMO level (alpha / beta)**: -14.39 / -14.17 eV
**Frontier orbital gap (alpha / beta)**: 7.1 / 6.2 eV
**Maximum force**: 0.0719 Eh/bohr
**Net charge**: +1
**LUMO level (alpha / beta)**: -0.26813 / -0.29448 Eh

XYZ file:
```
13
Properties=species:S:1:pos:R:3:forces:R:3:nbo_charge:R:1
C 0.66818 0.10893 -0.10749 -0.77 0.10 0.99 0.08
C 2.80429 0.25892 0.53582 -2.45 -2.75 -0.36 -0.23
C 1.90968 -0.56134 -0.34698 0.94 0.07 -2.00 -0.08
C -2.89613 -0.15782 -0.17006 -1.10 -2.30 -1.40 -0.58
N 1.60793 1.00217 0.04990 0.02 1.18 -0.33 -0.25
N -2.04079 0.41049 0.65176 0.26 1.56 0.38 -0.05
H 2.63520 -0.03460 1.55800 0.71 0.42 0.27 0.25
H 3.73075 0.32089 0.05631 1.62 1.22 0.07 0.25
H 2.20129 -0.73281 -1.43986 -0.31 -0.20 1.66 0.24
H -2.58261 -1.31512 -0.42531 -1.14 2.57 0.35 0.29
H -3.08050 0.39103 -1.16633 0.76 -0.34 0.68 0.39
H -3.93656 0.13232 0.19260 0.54 -0.95 -0.07 0.33
H -1.02075 0.17695 0.61164 0.91 -0.57 -0.21 0.37
```
Forces are in eV/Å.

=====

Entry 2:
DFT (ωB97M-V/def2-TZVPD) results for the ion C4H7N2 with charge +1.

**Calculated total energy**: -7229.562 eV
**Relative energy (zero: lowest compared OMol25 entry of this formula, charge and spin)**: 142.43 kcal/mol
**HOMO level**: -15.89 eV
**Frontier orbital gap**: 11.5 eV
**Maximum force**: 0.0999 Eh/bohr
**Net charge**: +1
**LUMO level**: -0.16054 Eh

XYZ file:
```
13
Properties=species:S:1:pos:R:3:forces:R:3:nbo_charge:R:1
C -0.36513 0.01952 -1.53192 -0.81 -0.27 -3.62 0.56
C -1.33168 -0.01365 -0.25729 -2.40 0.16 3.36 -0.27
C 0.27452 0.45265 0.09200 1.68 -2.15 -0.08 0.02
C 0.81350 -0.46775 1.13145 0.25 -1.26 2.93 -0.68
N -1.58517 -0.28553 -1.74760 5.06 0.87 0.01 -0.16
N 0.94535 0.28984 -1.27399 -3.24 -0.87 0.46 -0.54
H -2.06535 0.81538 0.00509 1.33 -1.01 0.03 0.28
H -1.43817 -0.97027 0.34071 -0.14 1.37 -0.94 0.26
H 0.34026 1.41682 0.42856 -0.58 2.64 0.28 0.25
H 1.76789 -1.00955 1.02939 -0.17 0.68 -0.95 0.28
H 0.11110 -1.29642 1.33375 0.30 0.41 0.05 0.24
H 0.95927 0.05918 2.13554 -0.50 -0.41 -1.40 0.27
H 1.57362 0.98977 -1.68569 -0.79 -0.18 -0.14 0.48
```
Forces are in eV/Å.

=====

Entry 3:
DFT (ωB97M-V/def2-TZVPD) results for a cluster of 2 separate species, C4H7N2 in total.

**Calculated total energy**: -7227.506 eV
**Relative energy (zero: lowest compared OMol25 entry of this formula, charge and spin)**: 189.84 kcal/mol
**HOMO level (alpha / beta)**: -14.21 / -14.32 eV
**Frontier orbital gap (alpha / beta)**: 8.5 / 7.5 eV
**Maximum force**: 0.0707 Eh/bohr
**Net charge**: +1
**LUMO level (alpha / beta)**: -0.20976 / -0.25238 Eh

XYZ file:
```
13
Properties=species:S:1:pos:R:3:forces:R:3:nbo_charge:R:1
C 2.37194 -1.32974 1.11663 -0.67 1.87 -0.38 0.02
C 1.41541 0.04883 -0.66262 -0.91 -0.18 0.59 0.35
C -1.93035 0.20666 -0.92226 1.61 2.49 -1.50 -0.32
C -1.49262 0.95858 0.25805 -2.99 0.80 1.00 -0.33
N 1.89106 -0.66327 0.16371 -0.27 0.44 -2.02 -0.26
N -0.86861 -0.20828 -0.03639 2.73 -2.05 -1.27 -0.15
H 2.70179 -0.66550 1.82534 1.40 0.87 2.21 0.23
H 2.04832 -2.26737 1.31189 -0.30 -3.22 0.21 0.24
H 1.76998 0.60100 -1.51687 -0.21 -0.12 -0.39 0.27
H -2.83263 -0.30671 -0.99405 -1.12 -1.17 0.06 0.24
H -1.68259 0.87474 -1.75935 0.15 -1.15 -0.33 0.23
H -1.19611 1.95654 0.19920 1.08 1.29 -0.30 0.25
H -2.19558 0.79452 1.01672 -0.48 0.12 2.08 0.24
```
Forces are in eV/Å.

=====

Entry 4:
DFT (ωB97M-V/def2-TZVPD) results for the ion C4H7N2 with charge +1.

**Calculated total energy**: -7225.886 eV
**Spin multiplicity**: 3
**Relative energy (zero: lowest compared OMol25 entry of this formula, charge and spin)**: 111.77 kcal/mol
**HOMO level (alpha / beta)**: -11.83 / -16.29 eV
**Frontier orbital gap (alpha / beta)**: 9.0 / 8.3 eV
**Maximum force**: 0.2224 Eh/bohr
**Net charge**: +1
**LUMO level (alpha / beta)**: -0.10553 / -0.29226 Eh
**<S²>**: 2.007

XYZ file:
```
13
Properties=species:S:1:pos:R:3:forces:R:3:nbo_charge:R:1
C -1.77690 0.16990 -0.54428 -4.56 10.48 0.20 0.01
C -0.99915 -0.89582 -0.36422 5.70 -5.27 2.22 0.07
C -0.09898 0.67287 1.18659 -1.40 -0.85 1.56 -0.06
C 1.53069 -0.24610 -0.49034 1.98 0.23 0.52 -0.44
N -0.64956 1.14416 -0.03309 -2.87 1.64 -2.95 -0.20
N 0.17488 -0.03982 -0.00791 0.82 -4.86 -0.83 -0.13
H -2.82596 0.54680 -0.56583 1.08 -0.90 0.09 0.25
H -1.01192 -1.83870 -0.81136 0.62 -1.26 -0.70 0.23
H 0.74411 1.20282 1.61377 -0.22 0.18 -0.05 0.26
H -0.82656 0.12925 1.77966 0.56 0.25 0.83 0.23
H 2.01687 0.73982 -0.55556 -0.27 -0.27 -0.17 0.26
H 2.15730 -0.83769 0.24304 -1.11 0.51 -0.60 0.26
H 1.56517 -0.74749 -1.45047 -0.32 0.11 -0.12 0.25
```
Forces are in eV/Å.